# 1
C26H50P2SiW as an isolated structure in a non-equilibrium geometry. Source: the OMol25 dataset; level of theory: the ωB97M-V functional and the def2-TZVPD basis.

Geometry as XYZ:
```
80
Properties=species:S:1:pos:R:3:mulliken_spin:R:1
W 1.53142 -0.76106 -0.90252 -0.055
C -1.91027 0.81432 2.65309 0.218
C -2.09985 1.75910 1.57705 0.022
C -3.57681 0.01851 1.28955 0.294
C -2.80386 -0.25575 2.42861 0.167
C -3.16135 1.27962 0.75582 0.202
C -1.10161 0.97415 3.88498 0.053
H -0.77636 2.01304 3.97211 -0.002
H -0.17846 0.34944 4.00698 0.001
H -1.69415 0.81413 4.80650 0.024
C -2.96521 -1.41872 3.33303 -0.005
H -2.38816 -2.29909 3.01543 0.007
H -4.02258 -1.70853 3.36053 0.004
H -2.64229 -1.15677 4.34360 -0.001
C -4.67074 -0.84122 0.78795 -0.004
H -5.27147 -0.22357 0.10045 0.000
H -5.33658 -1.18839 1.60695 0.010
H -4.28332 -1.73409 0.24818 0.016
C -3.78527 1.99158 -0.38921 0.004
H -4.66116 1.39757 -0.74491 -0.007
H -3.09303 2.09130 -1.26014 0.017
H -4.15470 3.00643 -0.10517 0.026
C -1.38968 3.03616 1.39720 0.026
H -1.12478 3.41029 2.39830 -0.001
H -2.01374 3.78757 0.88299 -0.001
H -0.46647 2.92159 0.80037 -0.013
C 3.15373 -1.49303 -1.72496 -0.001
C 3.51958 -0.50486 -0.71212 0.052
C 3.95007 0.91846 -1.08701 0.010
C 2.77409 1.89873 -1.07689 -0.006
C 1.48746 1.17808 -0.74567 0.025
C 0.76950 0.67487 -2.15078 0.012
C 1.18726 -0.70042 -2.91792 0.003
C 2.73181 -1.01377 -3.10100 -0.004
H 4.46137 0.86920 -2.05616 0.000
H 2.66056 2.39870 -2.05389 -0.002
H 4.63506 1.28888 -0.30189 -0.002
H 3.33587 -0.13133 -3.41700 -0.001
H 3.36676 -2.54013 -1.61402 -0.002
H 3.96144 -0.86017 0.20894 -0.025
H 2.75074 -1.81184 -3.89014 0.000
H 0.70749 -1.62480 -2.19281 0.002
H 1.15814 1.45435 -2.81619 0.004
H 0.52439 -0.83111 -3.74546 0.002
H 2.85418 2.76105 -0.39048 0.004
H 0.78027 1.77773 -0.16726 0.017
P 2.08861 0.07792 3.54131 0.831
C 3.67814 -0.93193 3.28793 -0.023
C 2.90604 1.61608 2.76759 0.007
P -2.01489 1.68869 -3.48008 0.001
C -0.78342 0.92653 -2.06575 0.007
C -0.75208 2.88299 -4.10342 0.001
C -1.71699 0.29659 -4.63671 0.001
H 3.63895 -1.80942 2.60271 0.024
H 3.79795 -1.29107 4.34453 0.026
H 4.53026 -0.28882 2.99456 0.000
H 2.26471 2.18252 2.06345 -0.002
H 3.84991 1.40786 2.20730 -0.017
H 3.09419 2.28448 3.66923 0.041
H -0.91577 0.51413 -5.34669 0.000
H -2.67002 0.15617 -5.17041 0.000
H -1.49780 -0.64581 -4.11017 0.000
H -1.28309 0.01011 -1.71291 -0.025
H -0.83415 1.72884 -1.31442 0.003
H -1.31317 3.56976 -4.75521 0.000
H 0.05038 2.38659 -4.66621 0.000
H -0.33343 3.47667 -3.28642 0.000
C 0.52802 -2.84878 2.24445 0.073
Si 0.44820 -2.55984 0.33941 -0.046
C 1.31657 -4.15474 -0.31849 -0.003
C -1.43399 -2.55301 0.06531 -0.016
H 0.37063 -1.94564 2.83693 -0.018
H 1.50017 -3.27349 2.49578 0.006
H -0.24965 -3.58889 2.46475 0.007
H 2.40755 -4.14862 -0.13177 -0.001
H 1.14739 -4.28539 -1.39999 0.000
H 0.84611 -4.98139 0.25133 0.001
H -1.84145 -3.43861 0.57530 0.001
H -1.92351 -1.65333 0.46106 0.029
H -1.62966 -2.59336 -1.00929 0.002
```

* Kohn-Sham gap (alpha / beta): 3.54 / 3.05 eV
* charge: +2
* M: 636.6 g/mol
* HOMO (alpha / beta): -12.04 / -11.69 eV
* 2S+1: 3
* energy above the lowest of the compared OMol25 structures with the same formula, charge and spin: 235.26 kcal per mole
* E_LUMO (alpha / beta): -8.506 / -8.640 eV

# 2
C26H51Cl3EuN2O3PSi as an isolated structure in a non-equilibrium geometry. Source: the OMol25 dataset; level of theory: the ωB97M-V functional and the def2-TZVPD basis.

Geometry as XYZ:
```
88
Properties=species:S:1:pos:R:3:mulliken_spin:R:1
C 2.35065 -1.23106 -5.52724 0.000
C 1.47189 -0.23670 -4.76320 0.000
H 2.82526 -0.77732 -6.40973 0.000
H 1.71675 -2.07749 -5.86137 0.000
H 3.15550 -1.60213 -4.87800 0.000
C 0.63465 0.61550 -5.48836 0.000
C 0.48125 0.64967 -6.96301 0.000
H 0.15809 1.43557 -4.95630 0.000
H -0.09237 -0.20534 -7.35434 0.000
H 1.41329 0.71753 -7.54340 0.000
H -0.06987 1.56086 -7.20546 0.000
Eu -1.22763 -0.91751 1.30641 6.967
Cl 1.36166 -1.08635 2.59776 -0.005
Cl -2.27546 -2.91230 2.67177 -0.007
C -0.04907 1.96627 1.57053 0.003
O -1.19402 1.42651 1.58970 0.001
N 0.13497 3.27407 1.43485 0.000
C -0.98697 4.19278 1.33634 0.000
C 1.48102 3.82221 1.54332 -0.001
H 0.87313 1.36870 1.65678 -0.006
H -1.92072 3.64519 1.19276 0.000
H -0.82055 4.86662 0.48448 0.000
H -1.05315 4.81076 2.24431 0.000
H 2.18801 3.00508 1.38422 0.000
H 1.64536 4.26460 2.54387 0.000
H 1.63084 4.59673 0.77558 0.000
H -2.02311 -1.50472 -3.52588 0.000
H -2.31072 1.46231 -4.31439 0.000
C -2.98883 -1.11804 -3.15932 0.001
C -3.12492 1.32638 -3.58791 0.000
N -2.83977 0.24212 -2.65739 0.000
H -3.35722 -1.76900 -2.35906 0.000
C -2.69874 0.49845 -1.34251 0.004
O -2.81591 -0.37302 -0.44231 0.007
H -3.24808 2.25802 -3.02405 0.000
H -2.48281 1.55602 -1.11774 -0.003
H -3.69857 -1.10517 -3.99688 0.000
H -4.04857 1.11550 -4.14637 0.000
O 0.96369 -0.90134 -3.40246 -0.001
C 1.91225 0.10866 -3.32046 0.001
C 0.18688 1.85536 -2.68370 -0.002
C 1.53244 1.44037 -2.73895 -0.002
H -0.60244 1.12725 -2.92479 0.002
C -0.14751 3.18690 -2.40680 0.000
H 2.93011 -0.25317 -3.09698 -0.001
C 2.52447 2.38690 -2.39658 0.000
H -1.19320 3.50233 -2.43500 0.000
C 0.84407 4.11395 -2.04941 0.000
C 2.18268 3.69049 -2.03823 0.000
H 3.57582 2.08664 -2.44008 0.000
H 0.55994 5.11753 -1.74558 0.000
H 2.94654 4.39762 -1.74637 0.000
Si 0.60039 -3.46299 -1.18994 -0.007
Cl 0.16906 -1.15335 -0.82187 0.023
C -0.96945 -4.46310 -0.83635 0.005
C 1.59292 -3.80205 0.38489 0.006
C 1.34287 -3.86741 -2.81329 0.002
H -1.80910 -3.84561 -0.49330 0.000
H -0.75102 -5.18874 -0.03209 0.002
H -1.29357 -5.04816 -1.71185 0.000
H 0.57503 -3.80949 -3.59671 0.000
H 1.73424 -4.89432 -2.79292 0.000
H 2.17066 -3.19014 -3.04894 0.000
H 2.16537 -2.92941 0.72047 -0.002
H 2.28267 -4.64820 0.24523 0.000
H 0.90578 -4.07399 1.20446 0.000
C 0.73534 -3.21322 5.36877 0.000
C -0.23130 -2.10068 5.76779 0.002
P -0.22299 -0.70576 4.59893 0.007
C -1.88005 0.08309 4.79508 0.000
C -2.39774 0.15711 6.23398 0.001
C 0.92737 0.55009 5.29251 0.000
C 1.42654 0.36744 6.71341 0.000
H 0.40604 -3.66215 4.42364 0.000
H 0.71272 -3.98483 6.14693 0.000
H 1.76642 -2.84929 5.26967 0.000
H -1.26654 -2.47195 5.79290 0.000
H 0.01407 -1.67273 6.74812 0.000
H -1.79067 1.09469 4.37134 0.000
H -2.55970 -0.51496 4.16523 0.001
H -1.67708 0.60961 6.93298 0.000
H -3.29431 0.79310 6.25253 0.000
H -2.69732 -0.82497 6.62748 0.000
H 1.77557 0.54704 4.58790 0.000
H 0.40110 1.51301 5.17991 0.000
H 1.90697 -0.59982 6.86911 0.000
H 2.17694 1.13697 6.90029 0.000
H 0.64170 0.50441 7.46064 0.000
```

* Kohn-Sham gap (alpha / beta): 4.30 / 4.30 eV
* charge: -1
* M: 757.1 g/mol
* HOMO (alpha / beta): -2.08 / -2.08 eV
* 2S+1: 8
* E_LUMO (alpha / beta): 2.216 / 2.214 eV

The lowest charge belongs to which entry? C26H51Cl3EuN2O3PSi

The highest M belongs to which entry? C26H51Cl3EuN2O3PSi

Look up the M of the second one. 757.1 g/mol

The highest M belongs to which entry? C26H51Cl3EuN2O3PSi